Below is a structure of composition C5H13NO2 at a distorted geometry, with properties calculated with ωB97M-V/def2-TZVPD.

Its charge is 0. The HOMO energy is -7.6 eV. The multiplicity is 1. The energy above the lowest of the compared OMol25 structures with the same formula, charge and spin comes out at 547.0 kJ/mol.

```
21
Properties=species:S:1:pos:R:3:forces:R:3
O 2.15580 1.81529 -0.83277 -0.4 0.0 0.1
O 2.80786 -0.48732 -1.36310 0.1 0.7 0.2
N -1.25832 1.24990 0.53530 -1.5 1.0 -0.4
C -3.39724 -0.49091 0.11206 0.0 0.4 0.0
C -1.04953 0.01468 -0.03949 0.9 -1.0 0.9
C -2.15882 -0.84075 -0.23894 -0.6 -0.7 -0.2
C 0.28286 -0.43066 -0.27742 0.3 0.3 -1.2
C 0.93886 -0.82998 1.07052 -0.7 1.1 0.5
H -0.98294 1.98153 -0.10945 0.6 0.1 0.1
H 0.55978 -0.16085 1.85780 -0.1 -0.3 0.0
H -4.20069 -1.19357 -0.06663 -0.2 0.2 0.3
H 0.40887 -1.17475 -1.05895 -0.2 -0.4 0.3
H 2.54694 0.74510 -1.09255 0.2 -0.5 -0.2
H -2.02566 -1.85247 -0.58800 0.5 0.0 -0.4
H -3.52526 0.49185 0.54966 -0.4 0.0 -0.1
H 0.69483 -1.85602 1.32231 0.3 -0.1 0.0
H 3.73443 -0.41016 -1.61190 -0.1 -0.2 -0.1
H -0.94214 1.45323 1.46658 0.4 -0.3 0.1
H 1.97913 -0.56942 1.00835 0.6 -0.6 -0.4
H 0.85301 0.46163 -0.63163 0.2 0.2 0.3
H 2.57824 2.08365 -0.01175 0.1 0.0 0.0
```
Forces are in eV/Å.